17
Properties=species:S:1:pos:R:3:forces:R:3:mulliken_charge:R:1 method="wB97M-V/def2-TZVPD" e_above_lowest_kj_mol=14.5 mol_weight_g_mol=106.121 gap_ha=0.250 e_homo_ev=0.20 total_charge=-2
C 2.429 0.795 0.976 0.352 -0.924 0.097 -0.444
O 3.758 0.669 0.786 0.053 0.162 -0.317 -0.924
C 1.498 -0.006 0.009 -0.555 0.870 0.559 -0.404
C 0.016 0.139 0.410 0.306 -0.393 0.024 -0.294
C -0.888 -0.936 -0.171 -0.495 -0.148 -0.140 -0.599
O -2.253 -0.810 0.187 0.635 0.216 -0.166 -0.543
H 2.052 1.846 0.909 -0.108 0.156 0.202 0.138
H 2.134 0.390 1.985 -0.233 0.352 0.113 0.146
H 1.599 0.453 -0.974 0.288 -0.351 -0.397 0.252
H 1.799 -1.052 0.006 0.162 -0.128 -0.147 0.318
H -0.346 1.118 0.082 -0.125 -0.026 0.131 0.149
H -0.087 0.077 1.496 0.056 0.206 0.165 0.236
H -0.770 -0.926 -1.255 -0.138 0.044 -0.348 0.292
H -0.565 -1.940 0.133 0.305 0.049 0.241 0.275
H -2.743 -0.433 -0.617 -0.678 -0.132 -0.031 0.413
H -3.808 0.758 -2.153 0.052 0.013 0.022 0.145
O -3.824 -0.141 -1.809 0.123 0.034 -0.008 -1.156

***

17
Properties=species:S:1:pos:R:3:forces:R:3:mulliken_charge:R:1 method="wB97M-V/def2-TZVPD" smiles="O=CCCCO.O" e_above_lowest_kj_mol=210.4 mol_weight_g_mol=106.121 gap_ha=0.383 e_homo_ev=-9.62 total_charge=0
O 1.419 -1.192 -0.756 -0.988 0.122 -0.225 -0.497
C 0.482 -0.407 -0.826 2.820 -0.334 1.056 -0.114
C -0.249 0.036 0.457 0.441 0.034 -3.138 -0.443
C 0.599 -0.421 1.626 -1.389 -1.723 0.625 -0.468
C 0.375 0.393 2.878 -0.689 0.490 1.286 -0.528
O -0.785 1.289 2.891 0.878 -0.625 -0.420 -0.522
H 0.415 0.062 -1.806 -1.220 0.405 -0.280 0.431
H -1.206 -0.470 0.196 0.035 0.405 1.305 0.258
H -0.395 1.129 0.332 -0.086 -0.599 0.479 0.310
H 1.659 -0.477 1.393 -0.039 0.415 -0.295 0.393
H 0.353 -1.526 1.813 0.179 1.546 -0.089 0.230
H 0.215 -0.254 3.726 0.046 -0.641 0.257 0.313
H 1.230 0.987 3.181 0.469 0.216 -0.482 0.344
H -0.683 1.684 3.762 -0.463 0.290 -0.086 0.295
H -0.428 -0.290 -5.970 -0.021 -0.030 0.072 0.319
H -1.614 -0.185 -6.907 -0.077 -0.013 0.029 0.318
O -1.388 -0.358 -5.988 0.103 0.042 -0.094 -0.637

***

17
Properties=species:S:1:pos:R:3:forces:R:3:mulliken_charge:R:1 method="wB97M-V/def2-TZVPD" smiles="C=C/C=C/O.O.O" e_above_lowest_kj_mol=267.5 mol_weight_g_mol=106.121 gap_ha=0.325 e_homo_ev=-8.33 total_charge=0
C -1.961 -0.242 -1.342 -1.108 2.145 -0.316 -0.874
C -0.837 -0.949 -1.319 -0.291 -0.168 0.130 -0.004
C 0.429 -0.455 -0.768 2.367 0.139 -1.135 -0.472
C 0.734 0.858 -0.934 -2.272 -0.883 -0.149 0.050
O 1.890 1.503 -0.780 -0.143 -0.262 0.562 -0.495
H -2.751 -0.251 -2.092 -0.020 -1.431 0.211 0.241
H -2.124 0.731 -0.851 0.790 -0.419 0.319 0.283
H -0.904 -1.920 -1.810 0.605 0.174 -0.091 0.273
H 1.367 -1.045 -0.840 -0.974 -0.396 0.754 0.280
H -0.168 1.394 -1.230 0.651 1.010 -0.246 0.309
H 2.238 1.153 0.071 0.143 0.069 -0.286 0.419
H 1.854 -0.072 2.254 -0.262 0.062 -0.256 0.319
H 2.970 0.943 2.095 0.036 0.119 0.114 0.317
O 2.095 0.722 1.758 0.411 -0.161 0.400 -0.669
H -1.258 -0.827 1.210 -0.275 0.097 -0.035 0.403
H -2.224 -0.638 2.414 -0.635 0.219 -0.115 0.300
O -1.350 -0.907 2.165 0.977 -0.314 0.139 -0.677

***

17
Properties=species:S:1:pos:R:3:forces:R:3:mulliken_charge:R:1 method="wB97M-V/def2-TZVPD" e_above_lowest_kj_mol=471.5 mol_weight_g_mol=106.121 gap_ha=0.312 e_homo_ev=-9.12 total_charge=0
C 2.867 0.378 -0.261 0.233 0.110 -0.123 -0.704
O 1.793 -0.187 0.448 -0.066 -0.033 0.027 -0.293
C 0.605 -0.226 -0.297 -0.190 0.015 -0.115 -0.540
C -0.525 -0.718 0.605 0.030 -0.222 -0.236 0.237
O -1.016 0.189 1.523 -0.025 0.161 -0.026 -0.779
C -1.823 -0.825 -0.085 0.055 0.027 -0.047 -0.403
O -2.470 1.242 -0.112 -0.170 -0.188 0.093 -0.677
H 3.742 0.354 0.396 -0.181 0.002 -0.119 0.250
H 2.665 1.424 -0.544 -0.015 -0.179 0.067 0.298
H 3.099 -0.189 -1.178 -0.080 0.060 0.160 0.288
H 0.346 0.771 -0.693 0.064 -0.115 0.095 0.288
H 0.706 -0.915 -1.159 0.013 0.085 0.137 0.333
H -0.214 -1.673 1.064 -0.056 0.086 -0.053 0.350
H -1.811 1.126 0.678 -0.039 -0.068 0.072 0.470
H -2.632 -1.302 0.460 0.207 0.141 -0.023 0.335
H -1.986 -0.647 -1.145 0.067 0.031 0.208 0.225
H -3.344 1.198 0.303 0.153 0.088 -0.116 0.322

***

17
Properties=species:S:1:pos:R:3:forces:R:3:mulliken_charge:R:1 method="wB97M-V/def2-TZVPD" e_above_lowest_kj_mol=1064.0 mol_weight_g_mol=106.121 gap_ha=0.122 e_homo_ev=-7.45 total_charge=0
C 1.150 2.012 -1.536 -1.041 0.479 0.997 -0.655
C 0.394 1.289 -0.647 0.693 0.776 0.491 0.028
C -0.990 1.368 -0.553 0.433 0.400 0.814 0.137
C -1.613 0.323 0.270 3.223 -1.699 -0.486 -0.522
O -1.599 0.518 1.939 -1.906 1.412 -1.432 -0.430
H 0.631 2.755 -2.142 0.337 -0.381 -0.372 0.249
H 2.229 1.980 -1.495 0.023 -0.159 -0.278 0.322
H 0.855 0.740 0.160 0.449 -0.863 -0.485 0.275
H -1.466 2.267 -0.956 -0.453 -0.718 -0.525 0.339
H -2.353 0.745 1.214 -1.308 0.799 3.170 0.348
H -2.317 -0.373 -0.182 -0.729 0.445 0.295 0.380
H -0.845 -0.315 0.727 0.472 -1.004 -2.275 0.234
H -0.170 -2.610 1.033 -0.006 -0.323 0.267 0.290
O -0.070 -2.292 0.137 -0.238 0.882 0.058 -0.765
H 0.967 -1.989 0.102 0.343 -0.648 -0.380 0.426
H 2.683 -2.344 -0.775 -0.087 -0.080 -0.043 0.219
O 2.347 -1.915 0.015 -0.206 0.683 0.182 -0.876

***

18
Properties=species:S:1:pos:R:3:forces:R:3:mulliken_charge:R:1 method="wB97M-V/def2-TZVPD" e_above_lowest_kj_mol=486.8 mol_weight_g_mol=138.188 gap_ha=0.204 e_homo_ev=-7.58 total_charge=0
O 2.571 0.737 1.002 -2.828 -2.248 -1.909 -0.567
C 1.660 0.062 0.474 1.327 2.947 0.994 0.459
O 1.578 -1.236 0.434 0.583 -0.154 0.317 -0.313
C 0.441 0.855 -0.289 3.728 -0.771 1.222 -0.408
C 1.299 0.847 -1.975 -3.205 1.387 -0.121 -0.400
C -0.041 0.334 -1.712 0.607 -0.815 -0.763 -0.018
S -1.521 -1.631 0.530 0.207 0.352 -0.166 -0.634
H 0.649 -1.581 0.574 -0.643 -0.052 -0.150 0.183
H -0.399 0.550 0.339 -1.292 -0.644 0.095 0.170
H 0.648 1.901 -0.082 -0.470 0.252 -0.415 0.387
H 2.297 0.450 -1.862 -0.317 -0.689 -0.034 0.326
H 1.192 1.848 -2.407 0.778 0.009 0.646 0.286
H -0.215 -0.748 -1.851 0.093 0.541 1.014 0.349
H -0.967 0.921 -1.881 0.961 -0.178 -0.623 0.160
H -2.444 -2.198 1.329 0.377 0.114 0.037 0.035
H -3.446 2.390 0.867 0.061 -0.148 0.484 0.291
H -2.661 1.065 1.354 -0.664 0.774 -0.936 0.298
O -2.958 1.614 0.583 0.697 -0.676 0.307 -0.607

***

18
Properties=species:S:1:pos:R:3:forces:R:3:mulliken_charge:R:1 method="wB97M-V/def2-TZVPD" smiles=CC(O)(O)[C@H](O)CO e_above_lowest_kj_mol=157.6 mol_weight_g_mol=122.120 gap_ha=0.357 e_homo_ev=-9.23 total_charge=0
C 0.836 -0.141 0.003 -0.670 2.539 0.443 0.952
C -0.805 0.468 -0.116 4.117 -2.279 -0.429 -0.223
C -1.439 -0.783 -0.572 -4.645 1.178 -0.388 -0.459
C 1.723 1.087 0.170 0.096 -0.379 -0.300 -1.534
O 0.841 -0.887 1.194 -0.470 -0.204 0.229 -0.564
O 1.230 -0.958 -1.058 -0.618 -0.386 -0.322 -0.562
O -2.949 -0.404 -0.716 1.787 -1.034 0.148 -0.567
O -1.203 0.938 1.115 -0.311 0.085 0.554 -0.543
H 1.576 -1.511 1.196 -0.043 0.119 -0.177 0.340
H 2.070 -0.727 -1.470 -0.099 0.407 0.360 0.324
H -1.054 0.236 1.766 0.081 0.075 -0.035 0.404
H -3.249 -0.105 0.154 0.256 -0.046 -0.154 0.323
H -0.845 1.278 -0.842 0.022 -0.108 0.025 0.394
H -1.188 -1.051 -1.593 0.265 -0.141 0.255 0.275
H -1.362 -1.601 0.149 0.168 0.061 -0.233 0.270
H 1.336 1.715 0.969 0.003 -0.033 0.021 0.351
H 1.737 1.658 -0.757 -0.011 0.130 -0.075 0.397
H 2.745 0.786 0.408 0.073 0.017 0.080 0.423

***

18
Properties=species:S:1:pos:R:3:forces:R:3:mulliken_charge:R:1 method="wB97M-V/def2-TZVPD" smiles="CC(=O)OCCO.O" e_above_lowest_kj_mol=42.8 mol_weight_g_mol=122.120 gap_ha=0.416 e_homo_ev=-10.62 total_charge=0
O 0.228 -3.216 -0.351 0.095 0.090 -0.245 -0.638
H 0.564 -3.075 -1.246 -0.079 -0.069 0.233 0.307
H 0.883 -2.805 0.226 -0.051 0.055 0.056 0.325
C -0.300 -0.454 1.257 0.737 -0.148 -0.041 0.801
C -1.589 -0.943 1.823 -0.001 -0.421 0.233 -1.136
O 0.816 -0.850 1.552 -1.176 0.366 -0.299 -0.586
O -0.520 0.480 0.304 0.748 -0.530 0.392 -0.268
C 0.694 0.881 -0.346 0.032 0.632 -0.498 -0.303
C 0.287 2.017 -1.279 -0.041 -0.304 0.392 -0.377
O 1.426 2.330 -2.047 0.155 0.301 -0.255 -0.513
H -1.372 -1.643 2.624 -0.015 0.013 0.074 0.334
H -2.205 -0.126 2.199 0.013 -0.030 -0.188 0.352
H -2.111 -1.490 1.032 -0.065 0.201 0.093 0.284
H 1.426 1.243 0.391 -0.221 -0.236 -0.257 0.303
H 1.135 0.054 -0.921 -0.192 0.161 0.275 0.249
H -0.542 1.692 -1.929 0.080 0.138 0.317 0.289
H -0.018 2.859 -0.635 -0.134 -0.097 -0.379 0.264
H 1.198 3.045 -2.653 0.115 -0.123 0.099 0.312

***

18
Properties=species:S:1:pos:R:3:forces:R:3:mulliken_charge:R:1 method="wB97M-V/def2-TZVPD" smiles="O=CCCC=O.O.O" e_above_lowest_kj_mol=156.3 mol_weight_g_mol=122.120 gap_ha=0.391 e_homo_ev=-10.08 total_charge=0
C 0.129 0.655 0.839 0.563 -0.520 -0.317 0.010
C 1.217 -0.461 0.784 0.018 0.195 -0.303 -0.560
C 2.211 -0.334 -0.354 -0.807 0.522 0.267 0.044
O 1.941 -0.843 -1.412 0.269 -0.034 -0.313 -0.499
C 0.184 1.772 -0.154 0.221 0.416 -0.830 0.066
O 1.202 2.319 -0.505 0.006 -0.400 0.257 -0.495
H 0.263 1.141 1.776 -0.106 0.588 0.965 0.563
H -0.840 0.191 0.860 -0.189 0.087 0.005 -0.551
H 0.719 -1.405 0.567 -0.008 -0.087 0.368 0.323
H 1.710 -0.481 1.754 0.135 -0.257 -0.073 0.315
H 3.105 0.287 -0.207 0.210 -0.186 -0.059 0.351
H -0.767 2.127 -0.583 -0.197 -0.089 0.214 0.367
H -1.743 -1.205 -2.120 0.576 -0.610 0.117 0.303
H -0.233 -0.741 -1.673 0.145 -1.002 -0.297 0.334
O -1.118 -0.502 -1.951 -0.593 1.522 0.256 -0.639
H -2.932 -0.845 1.569 0.335 0.421 -0.043 0.296
H -2.206 -0.576 0.159 -0.052 0.260 0.150 0.412
O -2.842 -1.100 0.651 -0.525 -0.826 -0.364 -0.642

***

20
Properties=species:S:1:pos:R:3:forces:R:3:mulliken_charge:R:1 method="wB97M-V/def2-TZVPD" e_above_lowest_kj_mol=326.8 mol_weight_g_mol=186.254 gap_ha="0.282 / 0.285" e_homo_ev="-7.40 / -7.60" total_charge=0
C -0.247 2.179 -0.838 3.456 2.166 1.464 -0.877
C 0.421 -2.054 -0.044 0.801 1.461 1.444 -0.661
C 0.730 1.192 -0.232 -1.214 -1.645 2.418 0.672
C -0.462 -0.951 0.440 -1.153 1.883 -1.953 0.612
O -1.222 2.627 0.082 0.021 -0.307 -0.507 -0.501
O -0.187 -3.263 -0.295 -0.303 -0.901 -1.006 -0.550
O 1.172 1.384 1.081 1.195 -1.025 -1.203 -0.568
O -0.550 -0.815 1.761 0.342 0.827 1.639 -0.484
S 1.982 0.774 -1.396 -1.787 1.623 -2.017 -0.251
S -2.122 -0.879 -0.422 1.259 -0.590 0.204 -0.309
H -0.448 1.753 -1.804 -1.179 0.283 -0.496 0.400
H 0.501 3.140 -0.959 -1.986 -1.890 -0.207 0.298
H 1.178 -2.157 0.777 -0.114 0.132 -0.894 0.259
H 0.815 -1.622 -0.946 0.687 -0.532 -0.646 0.265
H -2.069 2.182 -0.015 0.062 -0.291 -0.222 0.333
H -0.569 -3.556 0.521 -0.360 -0.484 0.692 0.357
H 0.766 1.978 1.699 -1.005 0.973 -0.402 0.332
H -0.462 0.127 2.022 -0.049 -0.717 -0.259 0.369
H 2.784 0.153 -0.666 1.688 -1.489 2.039 0.137
H -2.012 -2.194 -0.766 -0.363 0.523 -0.086 0.167